DFT (ωB97M-V/def2-TZVPD) results for a molecular structure, C4H7N3.

Its LUMO energy is 1.1 eV. The value obtained for the orbital gap is 8.65 eV. Its energy relative to the best compared isomer or geometry (same formula, charge and spin) is 67.7 kcal/mol. The value obtained for the HOMO energy is -7.54 eV. As for the total energy: -320.77538 hartree.

Each line ends with the natural charge from an NBO analysis.
Element x y z (Å)
N  0.860  1.945  0.650  -0.844
C  0.639  0.612  0.205  0.260
C  0.127  0.144  -1.152  -0.371
C  -0.727  -0.714  -0.554  0.229
N  -1.678  -1.617  -0.949  -0.798
C  -0.296  -0.340  0.842  -0.181
N  1.190  -0.525  0.947  -0.577
H  1.817  2.131  0.913  0.369
H  0.566  2.609  -0.054  0.377
H  0.493  0.255  -2.167  0.205
H  -1.852  -2.387  -0.321  0.388
H  -1.682  -1.869  -1.926  0.385
H  -0.909  -0.066  1.690  0.213
H  1.452  -0.179  1.875  0.346


DFT (ωB97M-V/def2-TZVPD) results for a molecular structure, C6H11BO3 in a non-equilibrium geometry.

Its LUMO energy is 0.8 eV. The value obtained for the orbital gap is 8.63 eV. Its energy relative to the best compared isomer or geometry (same formula, charge and spin) is 61.1 kcal/mol. The value obtained for the HOMO energy is -7.84 eV. As for the total energy: -485.74525 hartree.

Each line ends with the natural charge from an NBO analysis.
Element x y z (Å)
B  0.699  0.630  0.188  1.088
C  -1.469  -1.656  -1.444  -0.293
C  -1.964  -1.554  -0.192  0.128
C  0.030  -1.827  -1.257  -0.486
C  0.197  -1.424  0.158  -0.090
C  -1.074  1.189  1.830  -0.240
C  2.358  2.314  -0.504  -0.255
O  -1.073  -1.616  0.819  -0.513
O  0.201  1.418  1.198  -0.758
O  1.722  0.980  -0.547  -0.745
H  -1.982  -1.893  -2.265  0.206
H  -2.931  -1.788  0.075  0.188
H  0.375  -2.817  -1.428  0.197
H  0.550  -1.180  -1.864  0.222
H  0.957  -1.994  0.700  0.198
H  -1.141  2.050  2.507  0.190
H  -1.034  0.236  2.200  0.198
H  -1.961  1.109  1.124  0.174
H  1.923  2.795  0.373  0.202
H  2.172  2.773  -1.458  0.195
H  3.443  2.253  -0.214  0.191


DFT (ωB97M-V/def2-TZVPD) results for 5 unconnected molecules or ions with the total composition C28H40BF12NO13P in a non-equilibrium geometry.

Its LUMO energy is -3.2 eV. The value obtained for the orbital gap is 8.27 eV. The charge is +1. The value obtained for the HOMO energy is -11.51 eV. As for the total energy: -3688.02274 hartree.

Each line ends with the Löwdin charge.
Element x y z (Å)
C  4.970  3.263  -0.643  -0.095
C  4.162  3.391  -2.019  -0.293
N  3.493  2.133  -2.472  -0.157
P  2.282  1.549  -1.346  1.123
C  1.554  3.030  -0.427  -0.200
O  0.890  3.858  -1.450  -0.216
O  -0.447  3.593  -1.295  -0.067
C  0.858  0.645  -2.250  -0.134
C  0.069  -0.332  -1.211  -0.338
O  0.142  -1.577  -1.242  0.091
C  -0.845  0.429  -0.116  -0.118
C  -0.380  0.534  1.369  -0.013
C  -1.322  1.332  2.325  -0.039
C  -2.657  1.994  1.828  -0.032
C  -3.061  1.809  0.348  -0.047
C  -2.178  1.033  -0.654  -0.018
B  3.119  0.230  -0.233  -0.598
O  3.879  -0.799  -0.932  0.065
O  3.083  0.180  1.193  -0.045
C  4.094  -0.777  1.678  -0.060
H  5.402  4.279  -0.301  0.106
H  4.323  2.904  0.248  0.066
H  5.830  2.492  -0.707  0.091
H  3.475  4.306  -1.958  0.116
H  4.946  3.649  -2.830  0.136
H  3.072  2.254  -3.416  0.120
H  0.745  2.777  0.338  0.118
H  2.317  3.707  0.082  0.121
H  -0.938  3.802  -2.122  0.136
H  1.293  -0.025  -3.076  0.127
H  0.087  1.372  -2.672  0.104
H  0.591  0.079  1.766  0.100
H  -0.991  1.419  3.408  0.091
H  -3.251  2.583  2.606  0.100
H  -4.030  2.298  -0.013  0.086
H  -2.523  0.927  -1.745  0.116
H  4.451  -0.258  -1.547  0.074
H  4.176  -0.724  2.828  0.107
H  3.800  -1.861  1.429  0.129
H  5.150  -0.530  1.295  0.102
C  -8.430  -1.384  1.192  -0.054
C  -9.304  -0.149  1.283  -0.197
O  -8.549  0.978  1.761  0.027
C  -7.783  1.605  0.847  -0.371
O  -7.700  1.281  -0.310  0.160
C  -7.076  2.803  1.479  -0.509
F  -6.518  2.506  2.671  0.150
F  -7.923  3.827  1.702  0.165
F  -6.084  3.288  0.706  0.134
H  -7.948  -1.586  2.153  0.086
H  -9.023  -2.255  0.904  0.069
H  -7.633  -1.252  0.458  0.077
H  -10.105  -0.319  2.006  0.131
H  -9.778  0.083  0.326  0.125
C  -11.617  -5.078  -2.595  -0.061
C  -11.310  -3.598  -2.716  -0.203
O  -12.323  -2.812  -2.069  0.026
C  -12.223  -2.708  -0.728  -0.366
O  -11.357  -3.225  -0.069  0.151
C  -13.332  -1.813  -0.179  -0.514
F  -14.540  -2.110  -0.699  0.160
F  -13.106  -0.510  -0.454  0.154
F  -13.459  -1.906  1.157  0.158
H  -12.618  -5.295  -2.977  0.086
H  -10.888  -5.670  -3.153  0.084
H  -11.598  -5.402  -1.552  0.077
H  -11.313  -3.308  -3.769  0.127
H  -10.321  -3.357  -2.318  0.124
C  9.153  -3.280  -3.190  -0.059
C  8.560  -2.752  -4.482  -0.196
O  7.460  -1.865  -4.216  0.024
C  7.790  -0.605  -3.870  -0.370
O  8.918  -0.198  -3.775  0.178
C  6.532  0.235  -3.661  -0.485
F  5.598  -0.403  -2.913  0.123
F  5.933  0.546  -4.829  0.165
F  6.780  1.402  -3.039  0.150
H  8.379  -3.750  -2.577  0.085
H  9.935  -4.012  -3.396  0.088
H  9.584  -2.472  -2.595  0.077
H  8.158  -3.583  -5.067  0.129
H  9.314  -2.259  -5.101  0.129
C  9.219  1.426  5.954  -0.060
C  7.840  0.853  6.218  -0.202
O  7.317  0.215  5.041  0.016
C  7.771  -1.032  4.795  -0.368
O  8.565  -1.614  5.486  0.178
C  7.103  -1.604  3.547  -0.499
F  7.085  -0.726  2.520  0.136
F  5.815  -1.950  3.778  0.139
F  7.717  -2.708  3.087  0.169
H  9.196  2.098  5.092  0.083
H  9.581  1.976  6.824  0.086
H  9.936  0.636  5.722  0.079
H  7.149  1.662  6.470  0.126
H  7.845  0.160  7.063  0.129


DFT (ωB97M-V/def2-TZVPD) results for 2 unconnected molecules or ions with the total composition C5H14N2O in a non-equilibrium geometry.

Its LUMO energy is 0.8 eV. The value obtained for the orbital gap is 9.54 eV. As for the SMILES: [H]/N=C(\C)N(C)O.CC. Its energy relative to the best compared isomer or geometry (same formula, charge and spin) is 98.2 kcal/mol. The value obtained for the HOMO energy is -8.77 eV. As for the total energy: -383.54428 hartree.

Each line ends with the natural charge from an NBO analysis.
Element x y z (Å)
H  1.314  -2.527  0.885  0.344
N  0.989  -1.597  1.134  -0.697
C  1.033  -0.775  0.134  0.418
C  1.797  -1.040  -1.148  -0.680
N  0.875  0.607  0.422  -0.191
C  0.493  1.022  1.755  -0.428
O  1.853  1.489  -0.100  -0.561
H  2.817  -0.666  -1.070  0.249
H  1.848  -2.110  -1.340  0.221
H  1.303  -0.553  -1.988  0.219
H  -0.120  0.233  2.181  0.239
H  -0.059  1.960  1.683  0.196
H  1.370  1.161  2.389  0.195
H  1.439  1.915  -0.865  0.471
C  -2.019  -0.578  -0.295  -0.599
C  -2.272  0.856  -0.703  -0.613
H  -2.241  -1.271  -1.102  0.196
H  -2.612  -0.862  0.569  0.205
H  -0.802  -0.928  -0.112  0.212
H  -1.531  1.178  -1.433  0.196
H  -3.261  0.963  -1.153  0.206
H  -2.215  1.521  0.157  0.202


DFT (ωB97M-V/def2-TZVPD) results for a molecular structure, C35H38BCl2F5N10O3PPtS2Te.

Its LUMO energy (spin up / spin down) is 2.3 / 0.6 eV. The value obtained for the orbital gap (spin up / spin down) is 6.77 / 6.36 eV. Its energy relative to the best compared isomer or geometry (same formula, charge and spin) is 0.0 kcal/mol. The charge is -1. The multiplicity is 5. The value obtained for the HOMO energy (spin up / spin down) is -4.50 / -5.75 eV. As for the total energy: -5099.70520 hartree.

Each line ends with the Mulliken spin population.
Element x y z (Å)
Pt  -0.278  0.284  -0.586  1.315
C  2.228  3.098  -1.254  0.000
N  0.966  3.815  -1.223  0.004
C  0.731  4.982  -0.532  -0.001
C  -0.602  5.194  -0.570  0.005
N  -1.183  4.161  -1.269  0.006
B  -2.696  3.848  -1.287  -0.003
N  -3.055  2.861  -0.089  0.018
C  -4.381  2.592  0.152  0.004
C  -4.468  1.755  1.209  0.010
N  -3.182  1.504  1.618  0.010
C  -2.819  0.717  2.785  0.003
C  -2.325  2.182  0.813  0.059
S  -0.607  2.125  1.036  0.164
C  -0.212  3.324  -1.660  0.005
S  -0.392  1.834  -2.508  0.208
H  3.040  3.816  -1.160  0.000
H  2.309  2.559  -2.196  -0.002
H  2.280  2.386  -0.427  -0.001
H  1.525  5.537  -0.065  0.001
H  -1.196  5.983  -0.145  0.001
H  -3.296  4.880  -1.075  0.001
H  -3.015  3.324  -2.321  0.004
H  -5.153  3.021  -0.462  0.002
H  -5.318  1.316  1.700  0.003
H  -3.426  -0.188  2.800  0.000
H  -2.990  1.294  3.694  -0.003
H  -1.770  0.447  2.727  -0.007
C  0.250  -4.968  2.934  0.000
N  0.413  -4.879  1.484  0.001
C  -0.757  -5.454  0.829  0.000
N  -2.032  -4.877  1.264  0.001
C  -2.114  -4.982  2.721  0.000
N  -0.994  -4.378  3.434  0.002
C  -0.986  -2.911  3.273  0.010
P  -0.810  -2.490  1.515  0.009
C  0.633  -3.485  1.054  0.013
C  -2.169  -3.481  0.814  -0.001
H  1.094  -4.471  3.415  0.000
H  0.250  -6.025  3.209  0.000
H  -0.785  -6.523  1.055  0.000
H  -0.656  -5.327  -0.252  0.000
H  -2.142  -6.044  2.975  0.000
H  -3.045  -4.520  3.057  0.000
H  -0.151  -2.459  3.812  -0.001
H  -1.919  -2.494  3.661  -0.002
H  1.490  -3.066  1.580  -0.002
H  0.809  -3.443  -0.024  -0.005
H  -2.145  -3.447  -0.273  0.000
H  -3.137  -3.083  1.134  -0.001
O  0.933  -3.419  -2.578  0.003
C  -0.173  -2.911  -2.542  0.014
N  -1.255  -3.363  -3.294  0.006
C  -2.388  -2.465  -3.168  0.004
C  -1.843  -1.553  -2.048  -0.045
O  -2.490  -0.638  -1.527  0.068
N  -0.579  -1.873  -1.725  0.095
C  -2.647  -1.699  -4.462  0.002
C  -2.984  -2.438  -5.595  -0.002
C  -3.195  -1.813  -6.812  0.000
C  -3.079  -0.431  -6.909  0.001
C  -2.758  0.309  -5.784  -0.002
C  -2.545  -0.318  -4.561  0.003
C  -3.656  -3.154  -2.674  0.002
C  -3.649  -4.478  -2.259  -0.001
C  -4.802  -5.062  -1.747  0.000
C  -5.970  -4.324  -1.647  0.000
C  -5.981  -2.997  -2.061  0.001
C  -4.833  -2.415  -2.572  -0.001
H  -1.056  -3.852  -4.152  0.002
H  -3.097  -3.515  -5.516  0.000
H  -3.454  -2.403  -7.682  0.000
H  -3.243  0.061  -7.860  0.000
H  -2.667  1.387  -5.845  0.001
H  -2.309  0.283  -3.693  -0.010
H  -2.732  -5.050  -2.321  0.000
H  -4.777  -6.093  -1.417  0.000
H  -6.868  -4.776  -1.245  0.000
H  -6.888  -2.410  -1.981  0.000
H  -4.835  -1.377  -2.881  0.000
Cl  1.782  -0.287  -3.699  0.022
C  2.875  -1.154  -2.702  0.175
C  3.843  -1.921  -3.294  -0.093
C  4.740  -2.640  -2.513  0.207
C  4.669  -2.572  -1.130  -0.104
C  3.709  -1.802  -0.513  0.218
Cl  3.659  -1.741  1.187  0.032
C  2.735  -1.059  -1.270  0.034
N  1.769  -0.374  -0.701  1.391
H  3.879  -1.970  -4.373  0.002
H  5.493  -3.257  -2.984  0.018
H  5.364  -3.122  -0.511  0.002
F  1.704  -1.395  3.292  0.001
Te  1.715  0.651  2.988  -0.005
F  3.025  0.480  4.310  0.000
F  0.366  0.625  4.409  -0.001
F  3.300  1.079  1.820  0.002
F  1.820  2.527  3.428  0.000
O  -0.803  -1.013  1.241  0.127


DFT (ωB97M-V/def2-TZVPD) results for a molecular structure, C8H15NO6Re.

Its LUMO energy (spin up / spin down) is -8.3 / -9.1 eV. The value obtained for the orbital gap (spin up / spin down) is 8.92 / 8.20 eV. Its energy relative to the best compared isomer or geometry (same formula, charge and spin) is 0.0 kcal/mol. The charge is +2. The multiplicity is 2. The value obtained for the HOMO energy (spin up / spin down) is -17.24 / -17.31 eV. As for the total energy: -897.67936 hartree.

Each line ends with the natural charge from an NBO analysis.
Element x y z (Å)
Re  0.121  -0.236  -0.273  1.819
O  0.416  0.464  1.598  -0.695
C  -0.493  1.554  2.060  -0.085
C  -1.806  1.310  1.353  -0.272
N  -1.569  1.035  -0.099  -0.410
C  -2.723  0.293  -0.697  -0.359
C  -2.547  -1.200  -0.490  0.758
O  -3.364  -2.028  -0.407  -0.372
O  -1.148  -1.540  -0.459  -0.628
C  -1.265  2.272  -0.888  -0.358
C  -0.269  1.964  -2.003  0.752
O  -0.157  2.526  -3.023  -0.386
O  0.616  0.917  -1.641  -0.643
H  1.196  0.353  2.166  0.558
H  -0.603  1.465  3.138  0.261
H  -0.009  2.496  1.808  0.225
H  -2.297  0.432  1.777  0.247
H  -2.469  2.168  1.488  0.268
H  -3.675  0.621  -0.282  0.277
H  -2.739  0.470  -1.776  0.275
H  -2.169  2.714  -1.304  0.278
H  -0.798  3.013  -0.238  0.259
C  3.905  -2.656  -0.287  -0.663
C  2.557  -2.309  0.280  -0.047
O  1.870  -1.336  -0.618  -0.741
H  4.390  -3.370  0.379  0.274
H  4.545  -1.779  -0.372  0.240
H  3.811  -3.141  -1.260  0.237
H  2.629  -1.797  1.238  0.185
H  1.900  -3.173  0.367  0.214
H  2.142  -1.501  -1.535  0.537


DFT (ωB97M-V/def2-TZVPD) results for a single C4H4N2O2 molecule in a non-equilibrium geometry.

Its LUMO energy is 0.1 eV. The value obtained for the orbital gap is 8.85 eV. As for the SMILES: O=C1NN=C/C1=C/O. Its energy relative to the best compared isomer or geometry (same formula, charge and spin) is 67.9 kcal/mol. The value obtained for the HOMO energy is -8.77 eV. As for the total energy: -414.73803 hartree.

Each line ends with the natural charge from an NBO analysis.
Element x y z (Å)
O  0.048  2.232  -0.077  -0.565
C  0.471  1.087  0.016  0.609
N  1.820  0.848  0.316  -0.458
N  2.101  -0.473  0.024  -0.232
C  1.031  -1.117  0.051  0.021
C  -0.145  -0.218  -0.038  -0.350
C  -1.459  -0.516  0.064  0.300
O  -2.345  0.422  0.133  -0.609
H  2.654  1.436  -0.248  0.406
H  1.026  -2.189  -0.354  0.201
H  -1.906  -1.562  0.035  0.177
H  -3.296  0.050  0.078  0.499